ORCA calculation (ωB97M-V/def2-TZVPD) on the molecule C4H13N2O in a non-equilibrium geometry.

Calculated values
HOMO (spin up / spin down) in eV: -2.931 / -9.968
Spin multiplicity: 2
LUMO energy (spin up / spin down) in eV: 0.8 / 0.5
Total charge: 0

Structure (XYZ):
```
20
C4H13N2O | the OMol25 dataset | ωB97M-V/def2-TZVPD
N 1.0448 1.1934 0.1139
C 0.3666 -0.1956 0.3696
C -0.3390 -0.7571 -0.8911
C 0.5107 -1.6828 -1.8083
O -0.7287 0.4059 -1.6383
C -0.7847 0.1131 1.4696
N -0.5191 1.4794 2.0487
H 1.7901 1.1417 -0.5290
H 0.3110 1.8433 -0.2508
H 1.4138 1.6133 0.9871
H 1.1624 -0.7633 0.9099
H -1.1266 -1.4127 -0.5652
H 1.3550 -1.2325 -2.3786
H 0.8693 -2.4810 -1.2032
H 0.0054 -2.1289 -2.6595
H -1.4421 0.1149 -2.2689
H -0.7441 -0.6981 2.1979
H -1.7330 0.0867 0.9064
H 0.0380 1.4558 2.8824
H -1.4498 1.9046 2.3074
```

=====

ORCA calculation (ωB97M-V/def2-TZVPD) on a structure of composition C3HCaFO in a non-equilibrium geometry.

Calculated values
HOMO in eV: -7.958
LUMO energy in eV: -0.9
Total charge: 0

Structure (XYZ):
```
7
C3HCaFO | the OMol25 dataset | ωB97M-V/def2-TZVPD
O -2.4699 0.9691 0.1489
C -1.5145 0.2350 -0.0658
C -0.9731 -1.0022 -0.3588
C -0.0720 -0.1009 0.1363
H -0.8407 -2.0507 0.0544
F 3.8088 1.3193 -0.0293
Ca 2.0614 0.6303 0.1143
```

=====

ORCA calculation (ωB97M-V/def2-TZVPD) on the ion C4H10NO with charge -1 in a non-equilibrium geometry.

Calculated values
HOMO in eV: -2.226
SMILES: CN(C)CC[O-]
LUMO energy in eV: 4.4
Total charge: -1

Structure (XYZ):
```
16
C4H10NO | the OMol25 dataset | ωB97M-V/def2-TZVPD
C -0.6141 -1.2695 -0.9363
N 0.6486 -0.7919 -0.4382
C 0.6975 -1.1281 1.0096
C 0.7458 0.6790 -0.5931
C -0.3046 1.5902 0.1756
O -1.3164 0.9720 0.7851
H -0.7326 -1.0174 -2.0050
H -1.5124 -0.8393 -0.5008
H -0.6911 -2.3577 -1.0693
H 1.0364 -2.1630 1.1255
H -0.2909 -0.9322 1.4310
H 1.4099 -0.4680 1.5064
H 1.7649 0.9215 -0.2722
H 0.7667 0.8379 -1.6826
H -0.6709 2.2987 -0.6312
H 0.3550 2.2585 0.8027
```

=====

ORCA calculation (ωB97M-V/def2-TZVPD) on a cluster of 2 separate species, C12H15FNO4 in total.

Calculated values
HOMO in eV: -11.855
LUMO energy in eV: -5.3
Total charge: +1

Structure (XYZ):
```
33
C12H15FNO4 | the OMol25 dataset | ωB97M-V/def2-TZVPD
C 6.2363 0.0604 -1.9710
C 5.1560 0.5649 -1.9688
N 3.9191 1.1496 -1.7653
C 2.8168 0.3555 -1.6528
C 1.5862 0.9098 -1.4167
C 0.3566 0.0269 -1.2514
O -0.6592 0.7339 -0.5724
O -1.6895 1.1199 -1.4836
C 1.5144 2.3079 -1.3170
C 2.6323 3.1108 -1.4309
C 3.8404 2.4857 -1.6516
F 4.9523 3.1407 -1.7563
H 7.2089 -0.3768 -1.9329
H 2.9765 -0.7085 -1.7477
H 0.6187 -0.8309 -0.6288
H -0.0083 -0.3238 -2.2175
H -1.2843 1.7562 -2.0929
H 0.5500 2.7613 -1.1272
H 2.5731 4.1856 -1.3513
O -2.1319 -1.5777 4.6894
C -2.7166 -1.6036 3.6447
O -2.2801 -2.4464 2.6808
C -2.9847 -2.6727 1.4596
C -2.6081 -1.6444 0.4136
C -3.8694 -0.6728 3.3483
H -4.0608 -2.7194 1.6277
H -2.6758 -3.6652 1.1348
H -2.8899 -0.6371 0.7185
H -3.0943 -1.8633 -0.5380
H -1.5285 -1.6499 0.2676
H -3.4697 0.2717 2.9804
H -4.3994 -0.4875 4.2789
H -4.5871 -1.0607 2.6298
```

=====

ORCA calculation (ωB97M-V/def2-TZVPD) on a cluster of 2 separate species, C3H7N3 in total in a non-equilibrium geometry.

Calculated values
HOMO in eV: -8.177
LUMO energy in eV: 0.8
Total charge: 0

Structure (XYZ):
```
13
C3H7N3 | the OMol25 dataset | ωB97M-V/def2-TZVPD
C -0.8494 0.1821 1.6430
C 1.3930 -0.2774 -0.8680
C -0.4328 0.0747 0.2205
N 0.8840 -0.2897 -2.0278
N 2.3673 -0.4714 -0.1199
N -1.3088 0.1252 -0.7179
H -0.8230 -0.0334 -1.6925
H 1.5297 -0.0421 -2.7676
H 2.3177 -0.0718 0.8059
H -2.3144 0.1879 -0.5546
H -1.9333 0.2844 1.7963
H -0.3388 1.0331 2.1029
H -0.4912 -0.7015 2.1798
```

=====

ORCA calculation (ωB97M-V/def2-TZVPD) on a structure of composition C17H21IN6O4Se4Sr in a non-equilibrium geometry.

Calculated values
HOMO in eV: -1.254
LUMO energy in eV: 3.0
Total charge: -2

Structure (XYZ):
```
54
C17H21IN6O4Se4Sr | the OMol25 dataset | ωB97M-V/def2-TZVPD
Sr 0.0873 0.3360 1.6172
N -0.6064 2.4109 3.3629
N -1.2304 3.6043 2.9890
C -1.4982 3.8809 1.7191
N -2.1367 5.0359 1.4705
N -1.1132 2.9557 0.8244
N -1.3369 3.2137 -0.5056
O -1.8161 4.2975 -0.9256
O -0.9624 2.3478 -1.2647
H -1.2566 1.9062 3.9834
H 0.2357 2.6475 3.9157
H -1.5438 4.2272 3.7033
H -2.2459 5.7093 2.2032
H -2.2378 5.2693 0.5010
Se 2.2668 2.4055 5.1971
Se 1.2831 0.3001 4.9053
Se -0.5546 0.1041 6.3584
Se -2.4525 1.0574 5.3593
I -3.5660 -6.3876 -2.8933
C -2.8470 -4.8482 -1.6688
C -1.9117 -5.1454 -0.6840
C -1.4335 -4.1092 0.1163
C -1.8890 -2.8106 -0.0592
C -2.8270 -2.5370 -1.0445
C -3.3141 -3.5540 -1.8634
C -1.3207 -1.6895 0.7838
O -0.3409 -1.9619 1.5463
O -1.8226 -0.5256 0.6404
H -1.5578 -6.1584 -0.5478
H -0.6930 -4.2919 0.8839
H -3.1595 -1.5138 -1.1648
H -4.0375 -3.3405 -2.6381
C 0.3350 -0.3511 -2.7014
N 1.4541 -1.2893 -2.6766
C 0.9997 -2.6259 -3.0124
C 2.1150 -1.2943 -1.3598
C 2.7042 0.0461 -0.9560
C 3.7644 0.5166 -1.7439
C 4.3592 1.7437 -1.4672
C 3.8882 2.4922 -0.3868
C 2.8343 1.9985 0.3818
C 2.1794 0.7646 0.1452
H -0.1189 -0.3442 -3.6973
H 0.6751 0.6567 -2.4642
H -0.4559 -0.6129 -1.9704
H 0.5540 -2.6356 -4.0121
H 0.2439 -3.0113 -2.3052
H 1.8452 -3.3191 -3.0077
H 2.9049 -2.0498 -1.4082
H 1.4150 -1.6276 -0.5829
H 4.1126 -0.0783 -2.5908
H 5.1780 2.1099 -2.0802
H 4.3429 3.4531 -0.1476
H 2.5084 2.6224 1.2233
```

=====

ORCA calculation (ωB97M-V/def2-TZVPD) on a cluster of 2 separate species, C4H7N in total in a non-equilibrium geometry.

Calculated values
HOMO (spin up / spin down) in eV: -5.824 / -9.655
Spin multiplicity: 3
LUMO energy (spin up / spin down) in eV: 1.0 / -0.3
Total charge: 0

Structure (XYZ):
```
12
C4H7N | the OMol25 dataset | ωB97M-V/def2-TZVPD
C 1.6106 0.8643 0.4775
C 0.6271 -0.1400 0.4648
C -1.6303 0.9148 -0.1059
C 0.4377 -1.4048 -0.3186
N 1.2215 0.4420 1.5926
H 2.0827 1.6066 -0.0956
H -2.2405 0.9215 0.8330
H -1.8734 0.1656 -0.7077
H -1.3081 1.8089 -0.5694
H 0.6387 -1.2019 -1.4454
H -0.6767 -1.7045 -0.1678
H 1.1107 -2.2726 0.0426
```

=====

ORCA calculation (ωB97M-V/def2-TZVPD) on a cluster of 2 separate species, C5H16N2 in total in a non-equilibrium geometry.

Calculated values
HOMO in eV: -7.845
SMILES: CCCN.CCN
LUMO energy in eV: 1.0
Total charge: 0

Structure (XYZ):
```
23
C5H16N2 | the OMol25 dataset | ωB97M-V/def2-TZVPD
C -1.3179 0.7661 -2.0119
C 0.0885 0.2599 -1.7176
C 1.0436 1.5002 -0.9554
N 0.4888 2.1283 0.1711
H -1.8807 0.9361 -1.0935
H -1.2776 1.7206 -2.5387
H -1.8800 0.0676 -2.6324
H 0.0822 -0.7383 -1.2712
H 0.6281 0.1051 -2.6536
H 1.2150 2.2020 -1.7744
H 1.9708 0.9911 -0.6919
H -0.2858 2.7214 -0.1045
H 0.1007 1.2859 0.8842
C 0.2660 -2.4501 1.6727
C 0.5378 -0.9676 1.9170
N -0.4875 -0.0894 1.3505
H 1.0488 -3.0598 2.1252
H -0.6938 -2.7442 2.1049
H 0.2441 -2.6649 0.6028
H 1.4899 -0.6860 1.4541
H 0.6147 -0.7617 2.9886
H -0.6242 -0.3247 0.3390
H -1.3716 -0.1974 1.8350
```

=====

Calculated DFT total energy, -9382.49024 -26328.24234 -7846.32942 -25072.18251 -7692.08112 -305423.62647 -5743.79402 -8423.53268 eV (same order as the records).